Molecular formula: C24H20BrClF4IN3O4Ti
Method: DFT, ωB97M-V/def2-TZVPD

Last column: Mulliken spin population.
Geometry (Å):
Ti (0.37, 0.92, -0.79)  1.054
C (2.95, -0.59, -2.09)  0.024
N (1.51, -0.53, -2.33)  -0.009
C (1.26, -0.14, -3.72)  0.009
C (0.88, -1.80, -2.00)  0.007
C (-0.65, -1.72, -2.02)  -0.006
N (-1.10, -0.37, -1.72)  0.013
C (-2.41, -0.11, -1.83)  0.004
C (-2.82, 1.24, -1.96)  0.007
F (-1.86, 2.17, -2.05)  0.001
C (-4.13, 1.62, -2.06)  0.000
F (-4.42, 2.93, -2.20)  0.000
C (-5.18, 0.71, -2.05)  0.004
C (-4.81, -0.61, -1.96)  -0.001
F (-5.77, -1.57, -1.96)  0.000
C (-3.50, -1.03, -1.85)  0.000
F (-3.29, -2.37, -1.75)  0.000
H (3.42, -1.34, -2.74)  0.003
H (3.14, -0.85, -1.05)  -0.002
H (3.39, 0.39, -2.29)  -0.004
H (1.71, -0.87, -4.41)  0.001
H (1.69, 0.85, -3.89)  0.002
H (0.19, -0.08, -3.89)  -0.002
H (1.21, -2.06, -1.00)  0.000
H (1.22, -2.59, -2.70)  0.002
H (-1.01, -2.46, -1.31)  0.001
H (-1.02, -2.02, -3.01)  -0.004
H (-6.21, 1.01, -2.12)  0.001
O (2.19, -1.28, 2.28)  0.074
C (1.89, -0.42, 1.43)  0.008
O (0.83, -0.50, 0.66)  -0.011
C (2.70, 0.76, 1.13)  0.302
C (3.88, 1.14, 1.74)  -0.145
C (4.58, 2.25, 1.27)  0.319
C (4.09, 2.92, 0.11)  -0.006
C (2.91, 2.50, -0.43)  0.094
N (2.18, 1.48, 0.08)  0.238
C (2.31, 3.01, -1.71)  0.003
O (2.88, 3.83, -2.43)  0.032
O (1.19, 2.41, -1.99)  -0.010
H (4.22, 0.54, 2.58)  -0.009
H (5.51, 2.56, 1.73)  0.046
H (4.61, 3.73, -0.37)  -0.008
Cl (-0.50, 3.89, 0.65)  0.010
C (-0.83, 2.07, 0.66)  -0.043
H (-1.92, 1.99, 0.62)  -0.007
H (-0.52, 1.76, 1.66)  0.006
Br (-4.58, -1.97, 4.79)  0.000
C (-2.69, -1.96, 4.58)  0.000
C (-1.92, -2.27, 5.70)  0.000
C (-0.54, -2.28, 5.60)  0.000
C (0.07, -1.98, 4.39)  0.002
C (-0.70, -1.68, 3.28)  0.003
C (-2.09, -1.66, 3.37)  -0.001
I (-3.09, -1.17, 1.63)  0.001
H (-2.41, -2.50, 6.63)  0.000
H (0.05, -2.51, 6.48)  0.000
H (1.15, -1.96, 4.27)  -0.002
H (-0.21, -1.45, 2.34)  0.000

Results
net charge	-2
Kohn-Sham gap (alpha / beta)	3.34 / 6.19	eV
multiplicity	3
total energy	-162527.8705	eV
⟨S²⟩	2.02
largest force on an atom	0.9	eV/A